{
  "formula": "C12H25FNO9P2S2",
  "method": "ωB97M-V with the def2-TZVPD basis set",
  "total_charge": -1,
  "e_tot_ha": -2782.9860,
  "mol_weight_g_mol": 472.410,
  "gap_ev": 7.565,
  "homo_ev": -4.91,
  "elements": ["C", "C", "O", "C", "O", "P", "C", "C", "O", "N", "C", "S", "P", "O", "O", "S", "O", "C", "C", "C", "F", "H", "H", "H", "H", "H", "H", "H", "H", "H", "H", "H", "H", "H", "H", "H", "H", "H", "H", "H", "C", "O", "C", "O", "O", "C", "H", "H", "H", "H", "H", "H"],
  "positions_angstrom": [[0.113523, -1.728193, -5.827148], [0.784793, -0.828932, -4.594556], [1.128683, -1.669883, -3.406320], [1.745410, -0.776086, -2.413733], [0.622669, -0.036248, -1.817623], [1.017467, 0.582513, -0.232823], [1.910508, 2.076356, -1.015417], [3.543683, 1.965584, -1.076960], [3.997203, 3.075488, -1.980027], [-0.649314, 1.303735, -0.333033], [-1.494224, 0.434335, -1.005975], [-2.554584, -0.880740, -1.352877], [0.924675, 1.328425, 1.829441], [2.304788, 0.796618, 2.800219], [0.665859, 3.052187, 1.957441], [-0.662081, 0.494777, 2.681791], [2.447234, -0.441546, 0.000923], [2.556210, -1.395383, -1.129542], [2.403696, -2.982614, -0.742047], [3.863429, -3.426197, -0.060271], [4.177313, -2.592092, 1.154110], [-0.862442, -2.200253, -5.369328], [0.920284, -2.518828, -6.149486], [-0.245415, -1.054877, -6.734921], [1.729151, -0.251571, -5.018708], [-0.027972, -0.002110, -4.345119], [2.562633, -0.125733, -2.950451], [0.263754, -0.591445, 0.223473], [1.644640, 3.079372, -0.463947], [1.529293, 2.193556, -2.126566], [3.951496, 0.978652, -1.587676], [4.093094, 2.115292, -0.050995], [3.902804, 2.645624, -2.902512], [2.401053, -0.205709, 2.687712], [-0.105906, 3.271323, 1.340869], [3.699592, -1.298556, -1.405550], [2.196639, -3.689058, -1.651656], [1.612427, -3.059354, 0.127031], [4.743280, -3.390896, -0.833987], [3.758506, -4.541799, 0.343943], [-4.417625, 0.727804, 2.411872], [-5.599284, 1.093048, 3.122155], [-5.544653, 0.854542, 4.456913], [-4.599477, 0.372369, 5.061128], [-6.723849, 1.245450, 5.002707], [-6.810230, 1.051931, 6.413175], [-4.572497, 0.962051, 1.355095], [-3.558393, 1.303997, 2.769857], [-4.229584, -0.346920, 2.502329], [-6.046684, 1.641195, 6.931220], [-6.717808, -0.009720, 6.663617], [-7.793766, 1.398520, 6.742232]],
  "forces_ev_per_angstrom": [[0.18, 0.21, 1.31], [-0.96, 0.73, -1.37], [0.96, 2.21, -0.66], [-1.16, 0.38, 1.05], [3.80, -1.29, -1.86], [-0.39, -2.49, -1.67], [1.01, 1.20, -0.55], [0.02, 0.09, -0.51], [-0.42, -2.27, -1.24], [-7.11, -4.65, -5.34], [2.96, 2.82, 4.62], [2.70, 3.81, 0.71], [-1.01, -0.34, 3.69], [-1.31, 0.39, -1.75], [0.41, -1.75, -1.15], [0.73, 0.30, -0.11], [-0.56, -0.75, -2.45], [1.99, -0.30, -0.51], [0.98, 0.97, 1.72], [-1.10, -0.87, 0.44], [-0.55, -1.69, -2.81], [2.08, 0.57, -1.03], [-1.90, 1.39, 0.45], [1.09, -1.27, 1.99], [-1.65, -1.31, 1.03], [1.78, -1.76, -0.03], [-1.78, -0.71, 0.70], [0.75, 0.71, 0.63], [0.58, -1.94, -0.98], [0.76, -0.29, 2.24], [-1.10, 1.79, 1.42], [-1.31, -0.32, -1.98], [0.22, 1.34, 2.21], [-0.51, 2.01, -0.18], [1.38, -0.85, 1.10], [-2.04, -0.26, 0.20], [0.29, 1.49, 1.72], [1.37, -0.07, -1.97], [-1.58, 0.35, 1.70], [0.34, 2.46, -0.77], [0.74, -0.13, -0.43], [-0.50, -0.08, 1.48], [0.85, -0.27, -0.28], [-1.57, 0.72, -0.75], [0.50, -0.16, -0.30], [-0.01, -0.04, 0.34], [-0.21, 0.03, 0.28], [-0.10, -0.30, 0.01], [0.09, 0.26, 0.11], [-0.02, -0.25, -0.10], [0.17, 0.21, -0.02], [0.12, 0.01, -0.35]]
}